# 1
89
Properties=species:S:1:pos:R:3 method="wB97M-V/def2-TZVPD" total_charge=0 energy_ha=-1622.86145 smiles="COCCCCCCCCCCCC[C@H]1C[C@@](COc2cc(C)ccc2C(C)C)(N(C)C(C)=O)NC1=O" multiplicity=1
C 11.73284 1.11355 2.22651
O 11.40503 0.79055 0.88967
C 10.73433 1.82213 0.19325
C 10.04657 1.24336 -1.03849
C 8.68769 1.91574 -1.27471
C 7.59497 1.17848 -0.46042
C 7.05607 -0.00589 -1.26156
C 6.33636 -1.04791 -0.38701
C 5.06546 -1.58634 -1.02514
C 4.28988 -2.52112 -0.08263
C 2.86328 -2.77638 -0.61390
C 1.86386 -1.83196 0.03267
C 0.40013 -2.06583 -0.42570
C -0.40863 -2.79465 0.65218
C -1.92263 -2.57116 0.66473
C -2.49491 -1.24278 0.20158
C -4.00476 -1.52012 -0.08855
C -4.90075 -1.12169 1.12398
O -5.92354 -0.18540 0.85683
C -5.69368 1.12559 1.17809
C -4.44469 1.65470 1.49036
C -4.25565 3.00639 1.80376
C -2.89473 3.54536 2.13737
C -5.36662 3.84465 1.78454
C -6.62677 3.32113 1.48005
C -6.82621 1.97321 1.16796
C -8.19900 1.40727 0.83125
C -9.29533 2.46962 0.87116
C -8.23375 0.70865 -0.54066
N -4.35883 -0.98735 -1.40447
C -4.16628 0.45786 -1.59924
C -5.55615 -1.50152 -1.90933
C -5.77323 -1.26373 -3.38032
O -6.36269 -2.10026 -1.24905
N -4.00979 -2.97752 -0.26508
C -2.72693 -3.52811 -0.20308
O -2.37683 -4.54102 -0.71740
H 11.30967 2.06832 2.53185
H 11.31720 0.35086 2.88479
H 12.81139 1.11768 2.37341
H 11.45007 2.58123 -0.13253
H 9.97026 2.27720 0.82721
H 9.86395 0.18790 -0.84319
H 10.69059 1.29912 -1.91162
H 8.72098 2.96217 -0.98049
H 8.41471 1.82322 -2.32286
H 6.78881 1.85589 -0.19468
H 8.08080 0.78010 0.43005
H 6.40172 0.35969 -2.05035
H 7.91380 -0.49112 -1.72422
H 6.09939 -0.60862 0.58082
H 7.00820 -1.88781 -0.21202
H 4.39353 -0.76518 -1.28429
H 5.31479 -2.09884 -1.95383
H 4.84588 -3.45445 -0.02152
H 4.25998 -2.03605 0.89049
H 2.61277 -3.81189 -0.38896
H 2.89222 -2.63618 -1.69153
H 1.95053 -1.91907 1.11362
H 2.16266 -0.81151 -0.21466
H -0.01787 -1.09543 -0.66807
H 0.46987 -2.68455 -1.31484
H -0.28121 -3.86317 0.47725
H -0.00834 -2.61401 1.64561
H -2.26592 -2.87980 1.65651
H -2.05661 -1.05392 -0.77328
H -2.26779 -0.48312 0.94094
H -5.40828 -2.03184 1.43508
H -4.29644 -0.82536 1.97632
H -3.57753 1.00886 1.49594
H -2.29675 3.75905 1.25410
H -3.01228 4.48639 2.66931
H -2.34077 2.88868 2.80222
H -5.23587 4.89410 2.00097
H -7.44966 4.01562 1.47123
H -8.42315 0.69934 1.63013
H -9.40148 2.95157 1.83941
H -10.24175 2.06015 0.53675
H -9.04056 3.25627 0.15796
H -8.21773 -0.36656 -0.39926
H -9.16700 0.92280 -1.05160
H -7.37403 0.93934 -1.15970
H -3.74928 0.64963 -2.58652
H -3.47700 0.86782 -0.87457
H -5.10816 1.00034 -1.55224
H -6.74776 -1.65218 -3.64300
H -5.81236 -0.18899 -3.54943
H -4.97667 -1.70940 -3.96396
H -4.74559 -3.50176 0.18210


# 2
101
Properties=species:S:1:pos:R:3 method="wB97M-V/def2-TZVPD" relative_energy_kcal_mol=50.09 total_charge=0 energy_ha=-5229.18509 multiplicity=1
Sc -0.44533 0.75798 0.67694
N -0.40237 -0.20882 3.10382
C -1.57443 0.44690 3.71355
C -2.03570 -0.16216 5.03623
C -3.17003 0.60954 5.71519
C -2.89223 2.09914 5.94933
N -3.03918 2.95291 4.77054
C -4.19293 3.19772 4.17308
N -4.20878 3.91935 3.05414
N -5.35588 2.81712 4.73575
C -2.65401 0.57546 2.62453
O -3.78814 0.95614 2.86468
O -2.20766 0.27085 1.45572
H -0.61373 -1.19041 2.93207
H 0.38484 -0.17594 3.74418
H -1.24787 1.47169 3.89015
H -1.17043 -0.18334 5.70961
H -2.33192 -1.20649 4.89813
H -3.35105 0.15881 6.69582
H -4.08256 0.48578 5.13702
H -1.87740 2.25434 6.31911
H -3.55164 2.48903 6.72933
H -2.22039 3.16776 4.20683
H -3.32787 3.95599 2.51550
H -5.05379 3.92600 2.50801
H -5.32979 2.08239 5.42062
H -6.17247 2.81430 4.14947
C -0.26502 -1.33478 -4.14810
Sb 0.29532 0.07103 -2.61777
C -1.01548 -0.58412 -1.02208
C -1.09157 -2.03816 -0.74889
C -0.48451 -2.64149 0.36327
C -0.67020 -3.98497 0.61937
C -1.45387 -4.73352 -0.24739
C -2.01570 -4.07317 -1.32746
N -1.85502 -2.77783 -1.57465
Si -2.74354 0.01221 -1.53530
C -2.68899 1.88810 -1.25978
C -3.35152 -0.18197 -3.30681
C -4.07852 -0.80434 -0.48677
C 2.40976 -0.62986 -2.36638
C 2.87366 -0.49805 -0.94146
C 4.24275 -0.35933 -0.65471
C 4.70490 -0.41760 0.63822
C 3.79436 -0.63031 1.66537
C 2.46611 -0.69225 1.31767
N 1.99611 -0.60443 0.06660
Si 3.31671 0.60166 -3.53623
C 3.35690 2.29921 -2.76323
C 5.09750 0.13610 -3.96013
C 2.44557 0.71721 -5.19795
Si 2.74438 -2.45978 -2.82172
C 2.66145 -2.79387 -4.66815
C 4.46831 -3.01674 -2.30145
C 1.63848 -3.64138 -1.88358
H -1.34624 -1.37815 -4.17363
H 0.10882 -2.33434 -3.95618
H 0.10598 -0.97998 -5.10855
H 0.17031 -2.06163 1.00122
H -0.19639 -4.44850 1.47668
H -1.62432 -5.78993 -0.09633
H -2.63610 -4.61429 -2.03483
H -2.82721 2.43584 -2.19406
H -1.72352 2.25150 -0.87823
H -3.44437 2.21819 -0.54488
H -2.77911 0.38635 -4.04075
H -4.37422 0.20734 -3.32070
H -3.38836 -1.22755 -3.60909
H -3.66242 -1.50262 0.23643
H -4.76563 -1.35506 -1.13143
H -4.63766 -0.05459 0.07228
H 4.94048 -0.24237 -1.46732
H 5.76271 -0.31699 0.84419
H 4.09808 -0.69621 2.70015
H 1.71953 -0.79167 2.09981
H 3.73257 2.28490 -1.73993
H 2.36430 2.75065 -2.73003
H 4.00730 2.94897 -3.35398
H 5.80588 0.43314 -3.18630
H 5.36851 0.68632 -4.86436
H 5.24799 -0.92149 -4.17184
H 1.44890 1.15253 -5.13218
H 2.37347 -0.24071 -5.71128
H 3.04329 1.38114 -5.82765
H 3.50266 -2.33055 -5.18514
H 1.74368 -2.47149 -5.15309
H 2.74944 -3.87358 -4.81164
H 5.28557 -2.44637 -2.74201
H 4.57262 -4.05254 -2.63733
H 4.59620 -3.01227 -1.21968
H 0.56929 -3.48235 -1.99742
H 1.86668 -3.56844 -0.81856
H 1.86645 -4.66254 -2.19921
O 2.46900 6.40032 4.07983
C 1.95084 5.53344 3.43246
S 0.19277 5.24576 3.39614
C 0.22475 3.93622 2.23557
C 1.41337 3.58619 1.72799
S 1.67129 2.29232 0.58684
S 2.80928 4.48643 2.29279
S -1.26204 3.12903 1.82538


# 3
86
Properties=species:S:1:pos:R:3 method="wB97M-V/def2-TZVPD" total_charge=+1 energy_ha=-1933.01952 multiplicity=1
Y -1.23095 0.00590 -2.18148
C -2.53777 1.74999 -0.12449
C -3.25628 0.93635 -1.05716
C -2.71369 -0.35458 0.78748
C -2.28957 0.96850 1.03742
C -3.28949 -0.39927 -0.51461
C -2.27241 3.20384 -0.25360
H -2.29097 3.52629 -1.30102
H -1.29201 3.48752 0.16629
H -3.04195 3.78207 0.28451
C -1.81635 1.49650 2.34354
H -1.97786 2.57752 2.40320
H -0.75288 1.30512 2.52202
H -2.37286 1.03910 3.17000
C -2.62839 -1.50526 1.72072
H -3.56232 -2.08325 1.70415
H -2.46842 -1.17092 2.75572
H -1.81038 -2.20103 1.46819
C -3.78754 -1.60141 -1.23496
H -4.75780 -1.42440 -1.73383
H -3.90405 -2.45218 -0.54669
H -3.07639 -1.94456 -2.02849
C -3.75425 1.34736 -2.40352
H -4.70297 1.90729 -2.31879
H -3.96779 0.48433 -3.05692
H -3.05063 2.01752 -2.93759
C 0.94781 0.64921 -2.50721
C 0.03528 1.64856 -2.86621
C -0.50527 1.77800 -4.28208
C -1.38048 0.64193 -4.94537
C -1.64532 -0.66766 -4.20140
C -0.59873 -1.49726 -3.79306
C 0.80830 -1.25289 -4.32346
C 1.65804 -0.18088 -3.56466
H 0.32489 1.95846 -4.98067
H -0.89745 0.43017 -5.91040
H -1.08844 2.70901 -4.34819
H 2.11603 0.47573 -4.32306
H 1.44789 0.66210 -1.52725
H -0.14782 2.51076 -2.19636
H 2.51537 -0.70039 -3.10804
H 1.35793 -2.20764 -4.29510
H -0.73837 -2.45995 -3.26858
H 0.80236 -0.99201 -5.39572
H -2.35406 1.07587 -5.22353
H -2.70255 -0.94316 -4.04135
P 1.85748 2.39853 0.94304
C 1.60033 3.20248 2.57395
H 2.46871 3.84058 2.78221
H 1.49862 2.43225 3.34714
H 0.68218 3.80274 2.54555
C 3.62324 1.95035 1.16295
H 4.17962 2.86518 1.40070
H 4.00170 1.50778 0.23254
H 3.72606 1.21723 1.97178
C 2.08956 3.91107 -0.07717
H 2.32428 3.62613 -1.11107
H 2.91378 4.50298 0.34344
H 1.16323 4.50159 -0.08090
P 0.83358 -3.38121 -0.28407
C -0.17642 -4.75643 -0.96299
H 0.40447 -5.62457 -1.29857
H -0.72319 -4.33618 -1.82648
H -0.91397 -5.09301 -0.22108
C 2.39512 -3.48882 -1.23502
H 2.17258 -3.35477 -2.30910
H 2.93581 -4.42964 -1.09295
H 3.03740 -2.64857 -0.92277
C 1.15459 -3.73432 1.46870
H 1.94055 -4.47954 1.61533
H 0.20730 -4.08467 1.91238
H 1.43685 -2.77994 1.95227
C 1.20552 -0.43790 2.59300
C 1.57836 -0.43578 3.94349
C 2.96988 -0.41772 4.31996
C 3.34097 -0.37662 5.64453
C 2.37438 -0.37294 6.66487
C 1.00576 -0.40090 6.32708
C 0.60713 -0.42874 4.99819
H 0.16050 -0.54116 2.30217
H 1.96755 -0.45995 1.81631
H 3.72242 -0.45071 3.52140
H 4.40768 -0.36017 5.91626
H 2.67428 -0.36249 7.70716
H 0.26055 -0.41038 7.11924
H -0.45782 -0.44802 4.72813